1.
Molecular formula: C22H51BF4N4O4
Method: DFT, ωB97M-V/def2-TZVPD

frontier orbital gap: 8.8 eV
energy above the lowest of the compared OMol25 structures with the same formula, charge and spin: 386.8 kJ/mol
max |F|: 0.2626 Eh/bohr

ORCA input file:
```
! wB97M-V def2-TZVPD RIJCOSX def2/J DEFGRID3
* xyz 0 1
C -2.569 2.598 5.669
C -1.725 1.960 4.665
C -0.509 2.919 4.347
N 0.527 2.575 3.283
C -0.092 1.991 2.074
C 1.468 1.477 3.802
C 2.717 1.639 2.986
C 2.841 3.185 2.807
C 1.385 3.695 3.078
H -3.057 1.813 6.118
H -3.016 3.532 5.340
H -2.029 3.233 6.174
H -2.320 1.938 3.849
H -1.232 0.955 4.742
H -0.249 3.287 5.335
H -1.094 3.909 4.035
H 0.564 1.491 1.432
H -0.792 2.463 1.570
H -0.564 1.005 2.188
H 1.108 0.402 3.805
H 1.669 1.572 4.868
H 2.687 1.308 2.156
H 3.509 0.935 3.284
H 3.345 3.379 1.910
H 3.463 3.512 3.753
H 1.097 4.330 2.261
H 1.540 4.329 3.973
B 0.018 -0.511 -0.973
F 1.215 0.225 -0.747
F 0.109 -0.759 -2.300
F -0.037 -1.719 -0.232
F -1.082 0.286 -0.751
C -1.136 -3.838 2.756
C -1.314 -2.517 3.454
N -1.470 -1.534 4.030
H -0.171 -4.152 3.266
H -2.029 -4.576 2.773
H -0.984 -3.632 1.698
C 0.352 2.779 -2.749
C 0.495 4.237 -3.357
N 0.658 5.264 -3.744
H 0.327 2.175 -3.545
H 1.142 2.426 -2.071
H -0.548 2.696 -2.113
C -2.386 0.603 -4.405
C -2.445 2.105 -4.707
N -2.442 3.175 -4.957
H -1.564 0.333 -3.817
H -3.279 0.379 -3.767
H -2.468 -0.071 -5.201
C 5.451 0.531 -2.980
C 4.300 0.148 -2.093
O 3.139 -0.166 -2.840
H 5.760 -0.207 -3.456
H 6.311 0.975 -2.400
H 5.100 1.175 -3.743
H 4.032 0.977 -1.553
H 4.561 -0.646 -1.307
H 2.452 0.130 -2.266
C 0.483 -6.361 -2.145
C -0.173 -5.070 -1.621
O 0.792 -4.152 -1.264
H 1.352 -6.798 -1.491
H 0.571 -6.283 -3.204
H -0.250 -7.080 -2.091
H -0.900 -5.279 -0.791
H -0.849 -4.651 -2.339
H 0.408 -3.277 -0.838
C -5.255 1.165 2.390
C -4.196 0.350 1.722
O -3.233 0.988 1.165
H -4.708 1.689 3.276
H -5.887 0.584 2.845
H -5.748 1.688 1.592
H -4.732 -0.191 1.092
H -3.652 -0.339 2.472
H -2.626 0.473 0.496
C 1.114 -3.708 -6.081
C 1.020 -3.228 -4.631
O -0.127 -2.293 -4.640
H 1.290 -3.054 -6.772
H -0.021 -4.268 -6.257
H 1.882 -4.108 -6.340
H 1.861 -2.626 -4.253
H 0.851 -3.990 -3.901
H -0.009 -1.902 -3.798
*
```

=====

2.
Molecular formula: C22H51Cl2N7O7
Method: DFT, ωB97M-V/def2-TZVPD

frontier orbital gap (alpha / beta): 1.5 / 8.9 eV
⟨S²⟩: 0.750
max |F|: 0.0502 Eh/bohr

ORCA input file:
```
! wB97M-V def2-TZVPD RIJCOSX def2/J DEFGRID3
* xyz -1 2
C -1.851 4.667 -3.187
C -2.953 5.316 -2.298
O -3.257 4.782 -1.255
N -3.599 6.381 -2.817
C -4.741 7.025 -2.167
H -1.790 3.579 -3.219
H -0.960 5.055 -2.693
H -1.861 5.188 -4.144
H -3.214 6.942 -3.563
H -5.075 6.513 -1.265
H -5.578 7.106 -2.860
H -4.393 7.977 -1.766
C 3.753 3.551 -2.225
C 2.693 3.541 -1.186
O 2.797 2.831 -0.169
N 1.677 4.375 -1.344
C 0.493 4.446 -0.532
H 4.731 3.763 -1.794
H 3.583 4.422 -2.857
H 3.750 2.690 -2.894
H 1.818 5.100 -2.033
H 0.049 5.432 -0.671
H 0.750 4.387 0.525
H -0.219 3.644 -0.726
C -1.934 -2.826 6.378
C -2.605 -2.015 5.327
O -3.798 -1.816 5.263
N -1.771 -1.496 4.399
C -2.245 -0.790 3.214
H -0.875 -3.029 6.220
H -2.485 -3.725 6.657
H -1.999 -2.271 7.314
H -0.777 -1.657 4.472
H -1.830 -1.225 2.305
H -1.851 0.226 3.203
H -3.306 -0.659 3.000
C 1.332 -0.470 1.509
C 0.633 -0.364 0.147
O -0.234 -1.191 -0.097
N 1.060 0.586 -0.673
C 0.494 0.918 -1.999
H 1.708 -1.481 1.666
H 0.497 -0.358 2.201
H 2.023 0.351 1.700
H 1.824 1.154 -0.336
H 1.242 1.446 -2.591
H -0.407 1.525 -1.918
H 0.333 0.058 -2.649
C 1.179 -5.640 -4.878
C 1.869 -4.798 -3.763
O 3.070 -4.930 -3.531
N 1.057 -3.934 -3.156
C 1.474 -3.126 -2.010
H 1.684 -5.507 -5.835
H 0.139 -5.429 -5.127
H 1.181 -6.668 -4.516
H 0.083 -3.873 -3.415
H 1.276 -2.090 -2.282
H 2.528 -3.297 -1.793
H 0.898 -3.508 -1.167
C 2.996 -3.506 5.098
C 1.699 -3.180 4.384
O 1.055 -2.151 4.568
N 1.211 -4.198 3.659
C 0.068 -4.160 2.735
H 2.897 -3.306 6.165
H 3.844 -2.908 4.765
H 3.162 -4.581 5.026
H 1.900 -4.911 3.465
H -0.414 -3.186 2.824
H -0.679 -4.828 3.163
H 0.431 -4.531 1.777
C -3.223 0.974 -0.481
C -3.407 0.016 -1.619
O -4.381 0.059 -2.318
N -2.430 -0.893 -1.821
C -2.455 -1.923 -2.816
H -2.244 1.066 -0.010
H -3.853 0.730 0.374
H -3.581 1.978 -0.710
H -1.691 -0.887 -1.133
H -1.752 -2.714 -2.554
H -2.098 -1.513 -3.761
H -3.409 -2.413 -3.007
C 5.655 0.970 1.283
Cl 4.731 0.214 -0.105
Cl 6.976 -0.053 1.929
H 6.017 1.945 0.957
H 4.905 1.085 2.066
*
```

=====

3.
Molecular formula: C22H51F7N8O26S5
Method: DFT, ωB97M-V/def2-TZVPD

frontier orbital gap: 8.6 eV
energy above the lowest of the compared OMol25 structures with the same formula, charge and spin: 0.0 kJ/mol
max |F|: 0.1043 Eh/bohr

ORCA input file:
```
! wB97M-V def2-TZVPD RIJCOSX def2/J DEFGRID3
* xyz 0 1
C -9.336 11.741 24.048
C -9.457 10.425 24.648
O -9.624 10.217 25.815
N -9.301 9.205 23.810
H -9.731 9.209 22.865
H -8.237 8.943 23.704
C -9.917 8.032 24.484
H -9.811 12.331 24.885
H -9.946 11.769 23.111
H -8.294 12.007 23.819
H -10.742 8.375 25.077
H -9.294 7.423 25.129
H -10.178 7.400 23.632
C -6.560 9.864 19.783
C -7.395 10.886 20.266
O -7.873 10.810 21.474
N -7.802 11.970 19.528
H -7.294 10.308 22.078
H -8.495 12.489 20.009
C -7.341 12.107 18.175
H -5.679 10.287 19.296
H -7.030 9.280 18.952
H -6.301 9.265 20.608
H -8.121 12.776 17.700
H -7.411 11.220 17.560
H -6.368 12.507 17.993
C -8.130 5.246 16.424
C -9.295 4.645 17.110
O -10.342 4.477 16.563
N -9.058 4.439 18.601
H -8.137 4.004 18.707
H -9.058 5.256 19.249
C -10.168 3.525 19.103
H -7.351 4.543 16.090
H -7.619 5.909 17.116
H -8.486 5.958 15.686
H -10.347 3.800 20.139
H -9.864 2.501 19.118
H -11.026 3.752 18.505
C -3.805 3.009 21.003
C -4.301 4.241 21.714
O -3.880 4.802 22.657
N -5.574 4.889 20.957
H -5.335 4.879 19.931
H -6.278 4.180 21.056
C -6.025 6.220 21.350
H -3.716 2.280 21.792
H -2.862 3.044 20.437
H -4.576 2.641 20.303
H -6.273 6.286 22.402
H -6.843 6.400 20.658
H -5.199 6.894 21.169
C -2.259 -0.175 17.915
C -3.236 -0.968 18.859
O -3.588 -0.500 19.909
N -3.493 -2.225 18.432
H -2.717 -2.561 17.818
H -4.626 4.385 17.617
C -3.534 -3.202 19.554
H -2.524 0.881 17.885
H -2.334 -0.704 16.954
H -1.314 -0.366 18.372
H -4.598 -3.362 19.668
H -3.151 -2.918 20.531
H -3.163 -4.144 19.126
C 2.576 6.186 21.253
C 2.640 5.657 22.705
O 3.685 5.357 23.273
N 1.365 5.536 23.223
H 4.168 1.567 25.623
H 1.212 5.124 24.168
C 0.188 5.367 22.370
H 1.755 6.881 21.176
H 2.401 5.355 20.590
H 3.521 6.649 21.098
H -0.553 4.759 22.886
H 0.439 4.910 21.432
H -0.331 6.312 22.173
C -3.767 6.913 16.412
F -2.569 6.415 16.835
F -3.510 8.088 15.841
F -4.278 6.087 15.447
S -4.850 7.099 17.999
O -4.071 7.818 18.927
O -6.008 7.733 17.476
O -5.099 5.690 18.430
N -9.117 2.208 23.331
S -8.234 3.279 22.716
O -8.558 4.654 23.061
O -8.060 3.010 21.301
F -6.812 3.140 23.361
S -9.414 2.167 24.885
O -10.764 1.979 25.220
O -8.653 3.133 25.548
F -8.763 0.769 25.260
N -10.605 8.365 21.337
S -11.585 9.549 20.991
O -11.561 9.928 19.648
O -11.504 10.525 22.021
F -13.023 8.934 21.207
S -10.604 7.067 20.536
O -9.343 6.331 20.498
O -11.339 7.110 19.355
F -11.424 6.212 21.531
O 3.670 0.202 24.255
C 3.108 1.476 24.166
O 3.557 2.194 25.096
O 2.161 1.687 23.446
H 3.235 -0.385 23.617
O -4.864 9.959 22.444
C -5.714 9.888 23.489
O -5.480 10.468 24.525
O -6.622 9.089 23.201
H -4.198 10.612 22.647
O -5.766 1.828 16.429
C -5.628 2.835 17.243
O -4.561 3.594 17.011
O -6.401 3.078 18.140
H -5.270 1.987 15.604
*
```